Entry 1:
Computed, not measured: 2 unconnected molecules or ions with the total composition C3H12NS in a non-equilibrium geometry, with ωB97M-V/def2-TZVPD.

```
17
Properties=species:S:1:pos:R:3:forces:R:3
C 1.917295 0.797301 0.933526 0.80 -3.68 1.89
N 0.963657 1.872203 0.648309 -0.15 -0.41 3.59
H 2.038180 -0.025064 0.131760 -0.55 1.81 1.04
H 1.490297 0.307554 1.861017 0.40 0.03 -1.23
H 2.932204 1.069084 1.318793 -0.94 0.69 -0.91
H 1.395132 2.458537 0.015648 0.40 2.10 -2.03
H 0.058462 1.479943 0.355742 0.08 -0.28 -0.75
H 0.802737 2.366540 1.574288 0.23 -0.25 -1.54
C -2.380710 -0.487680 -0.196177 -1.12 0.50 -0.85
S -0.799174 -0.082393 -1.103306 -1.45 -0.88 0.23
C -0.203479 -1.770907 -1.376420 1.16 -1.14 2.10
H -2.298127 -0.525686 0.899692 0.39 -0.16 -0.41
H -3.075492 0.407024 -0.420540 0.84 -1.73 0.16
H -2.798583 -1.497118 -0.574833 0.60 1.91 0.45
H -0.030528 -2.248773 -0.324465 -0.62 0.60 -1.87
H 0.836846 -1.670470 -1.741991 -0.72 -0.19 -0.38
H -0.848719 -2.450095 -2.001043 0.65 1.08 0.51
```
Forces are in eV/Å.

Values from the calculation:
charge	+1

Entry 2:
Computed, not measured: 10 unconnected molecules or ions with the total composition C54H129N7O3 in a non-equilibrium geometry, with ωB97M-V/def2-TZVPD.

```
193
Properties=species:S:1:pos:R:3:forces:R:3
C 3.164474 2.390968 -4.052483 -0.08 -0.09 -0.45
C 2.758118 3.309863 -2.915074 0.37 0.53 0.45
C 1.668539 4.169483 -3.550599 0.66 0.28 -0.28
O 1.072948 3.358569 -4.563840 -0.12 -0.12 -0.12
C 1.799085 2.136406 -4.678090 -0.55 -0.99 0.85
H 3.705266 1.507271 -3.711595 -0.25 -0.16 -0.06
H 3.809128 2.886716 -4.786475 -0.01 0.18 0.21
H 3.604394 3.889446 -2.535984 -0.13 0.14 -0.09
H 2.365269 2.773927 -2.045552 -0.05 -0.26 -0.24
H 2.112522 5.042484 -4.047313 -0.02 -0.03 0.08
H 0.940712 4.549787 -2.833756 -0.22 -0.26 -0.09
H 1.755167 1.747507 -5.695350 0.27 0.46 -0.20
H 1.280865 1.359059 -4.074776 0.10 0.23 -0.10
C -0.671071 5.417149 -0.664451 -0.72 0.71 0.51
C 0.051959 4.266720 0.016429 -0.54 -1.02 -1.28
C -1.152143 3.445323 0.472498 0.22 0.02 0.77
O -2.044208 4.425386 0.990928 -0.37 -0.07 0.14
C -1.936535 5.612543 0.230963 0.65 0.30 -0.58
H -1.062832 5.140976 -1.645801 0.47 -0.15 -0.09
H -0.071046 6.324544 -0.755683 -0.09 -0.04 -0.04
H 0.688660 4.565971 0.843678 0.03 0.05 0.07
H 0.599745 3.697750 -0.745903 0.31 0.08 0.43
H -0.954934 2.741140 1.282446 0.19 0.11 -0.01
H -1.601990 2.838825 -0.324206 -0.01 0.34 -0.21
H -1.855590 6.479125 0.891687 0.05 -0.15 0.18
H -2.812065 5.775137 -0.406646 -0.11 -0.17 0.12
C -3.962968 0.380643 4.437893 0.11 0.25 -0.51
C -5.281287 1.032589 4.834924 0.22 -0.11 -0.42
C -6.248065 0.197159 4.019838 0.11 0.19 -0.04
O -5.767943 -1.135547 4.156414 -0.48 -0.17 -0.18
C -4.361786 -1.106124 4.363438 0.21 0.62 0.59
H -3.145175 0.626861 5.111388 0.01 -0.35 0.16
H -3.654075 0.765867 3.456631 -0.09 -0.20 0.01
H -5.347990 2.085188 4.555664 0.08 0.02 0.35
H -5.433456 0.850306 5.900885 -0.26 0.34 0.00
H -6.223124 0.471117 2.955585 -0.03 0.19 0.08
H -7.268239 0.305846 4.385221 -0.09 -0.45 -0.03
H -3.838976 -1.634261 3.569124 0.01 -0.17 -0.04
H -4.184559 -1.579814 5.331039 0.26 -0.24 -0.09
C 6.372409 0.439589 -4.848063 0.13 0.38 0.25
C 7.412049 0.037414 -3.782352 0.26 -0.02 -0.83
N 7.082232 0.317071 -2.394259 -0.29 -0.58 -0.12
C 5.928495 -0.489260 -1.959577 0.37 0.91 0.31
C 5.903793 -0.634514 -0.446912 0.13 -0.52 0.26
C 6.851355 1.711334 -2.127944 -0.17 1.08 0.53
C 8.015508 2.620014 -2.518251 -0.66 -0.29 -0.89
H 6.305938 1.534665 -4.859049 -0.24 -0.14 -0.04
H 5.375901 0.025224 -4.684626 0.06 -0.03 0.06
H 6.702797 0.149166 -5.845499 0.06 -0.15 0.04
H 7.659279 -1.024111 -3.872947 -0.16 0.00 0.12
H 8.331953 0.561567 -4.070157 -0.05 -0.13 0.34
H 4.997215 0.006821 -2.289605 -0.04 -0.26 -0.07
H 6.005720 -1.463754 -2.436106 -0.13 -0.13 0.02
H 6.840153 -1.079816 -0.102675 -0.03 -0.07 -0.08
H 5.788847 0.289378 0.117860 -0.13 0.16 -0.27
H 5.089364 -1.298480 -0.148416 0.00 0.04 0.03
H 6.682247 1.878054 -1.057216 0.09 -0.39 -0.03
H 5.902930 2.080220 -2.575315 0.22 -0.08 -0.25
H 8.155780 2.576556 -3.605312 0.23 0.01 0.18
H 8.927238 2.299619 -2.024691 0.13 0.17 0.09
H 7.756528 3.657977 -2.320509 0.18 0.03 0.37
C -0.512804 -1.658097 -7.410620 -0.14 0.01 -0.16
C -0.405756 -1.322071 -5.928305 0.26 0.24 0.57
N -1.585257 -0.759100 -5.249789 0.44 -0.55 -0.45
C -1.991482 0.495527 -5.866593 -0.54 -0.29 0.08
C -3.108229 1.128362 -5.057162 0.18 0.31 -0.14
C -2.694225 -1.706908 -5.173391 -0.05 0.00 0.16
C -2.314148 -2.991434 -4.447351 -0.27 0.40 0.39
H -1.315987 -2.359342 -7.648153 -0.02 0.00 0.15
H 0.416300 -2.112070 -7.758659 0.04 0.03 0.04
H -0.680599 -0.758002 -8.002409 0.01 -0.01 -0.05
H -0.050369 -2.188079 -5.361870 -0.25 -0.06 -0.06
H 0.397611 -0.590516 -5.788713 -0.05 0.08 -0.13
H -1.126189 1.151600 -5.925175 0.12 0.07 -0.06
H -2.385280 0.302510 -6.875785 0.19 0.22 -0.20
H -3.318438 2.149773 -5.375865 0.09 0.01 -0.07
H -4.015828 0.547621 -5.201290 -0.12 0.16 0.24
H -2.810842 1.148666 -4.007589 -0.23 -0.02 0.06
H -3.143718 -1.906875 -6.164649 0.08 -0.04 0.08
H -3.474924 -1.239641 -4.565857 0.08 -0.08 -0.17
H -3.226076 -3.467741 -4.083665 0.03 -0.19 -0.14
H -1.751855 -2.692140 -3.556227 0.09 -0.19 -0.09
H -1.738722 -3.710118 -5.023794 0.05 0.01 -0.10
C 0.552109 5.695704 4.018287 -0.34 1.10 -0.20
C -0.358786 4.498681 4.023938 -0.41 -0.37 0.10
N 0.204409 3.332433 4.707734 0.45 -0.59 -0.51
C 1.184977 2.676045 3.819613 -0.55 0.50 0.00
C 2.121336 1.716180 4.528120 0.42 0.14 -0.32
C -0.854721 2.387561 5.051890 -0.40 0.68 0.63
C -1.525392 2.785220 6.366768 0.01 -0.82 0.06
H 0.968522 5.950249 4.991948 0.15 -0.38 0.07
H -0.055228 6.573869 3.755547 0.11 -0.12 -0.15
H 1.337217 5.648705 3.264663 0.18 -0.13 0.13
H -1.300572 4.755431 4.517640 0.15 0.04 0.11
H -0.661610 4.262333 2.985510 0.12 -0.07 0.20
H 1.757496 3.479718 3.349172 0.18 -0.13 0.09
H 0.640173 2.188197 2.986639 0.18 -0.10 0.11
H 1.644951 0.802183 4.883208 -0.08 0.04 0.00
H 2.616338 2.209406 5.366253 -0.15 0.00 0.05
H 2.915055 1.436657 3.824179 -0.12 -0.15 0.10
H -1.610431 2.350761 4.248276 0.11 -0.20 -0.01
H -0.459344 1.386427 5.218375 0.20 -0.01 -0.32
H -1.956328 3.781142 6.348125 -0.07 0.05 0.05
H -2.292178 2.037689 6.599933 -0.22 0.32 -0.05
H -0.810552 2.696117 7.185860 0.13 0.31 -0.07
C -4.940857 3.170064 0.504756 -0.02 0.20 0.01
C -5.354194 2.311168 -0.687624 0.04 0.16 0.67
N -5.502521 0.920339 -0.303156 -0.59 -0.18 0.01
C -4.258169 0.338176 0.168418 0.57 0.30 -0.32
C -4.379527 -1.117518 0.570921 -0.39 0.01 0.45
C -6.160770 0.117453 -1.337892 0.45 -0.14 0.21
C -5.317252 -0.240357 -2.573397 -0.58 -0.50 0.02
H -5.638063 3.057552 1.338923 -0.20 -0.15 -0.18
H -4.962639 4.224468 0.218074 0.21 -0.05 0.04
H -3.963513 2.935338 0.911070 0.18 0.16 -0.20
H -6.318357 2.721974 -0.993890 -0.10 -0.37 -0.31
H -4.653790 2.407102 -1.532510 0.11 0.23 0.02
H -3.471310 0.470186 -0.607441 -0.04 -0.22 0.10
H -3.867284 0.909267 1.014839 -0.32 -0.01 0.05
H -5.270079 -1.269737 1.191472 -0.08 0.08 -0.19
H -4.443749 -1.777198 -0.292832 0.13 -0.16 0.09
H -3.562100 -1.406311 1.232108 0.23 -0.09 -0.36
H -7.061208 0.648115 -1.652475 0.01 0.00 0.05
H -6.485412 -0.816519 -0.871221 -0.06 0.09 -0.02
H -4.345563 -0.668515 -2.319703 0.07 0.25 0.05
H -5.205015 0.583475 -3.271015 0.16 0.10 0.04
H -5.852106 -1.048420 -3.088404 0.05 0.19 -0.15
C 0.725727 -4.552680 -2.911545 0.01 0.18 -0.46
C 2.244717 -4.549191 -3.125932 -0.05 -0.63 0.88
N 2.973898 -3.433863 -2.514023 -0.36 0.12 -0.43
C 2.571303 -2.141662 -3.034881 0.39 0.96 -0.17
C 2.875877 -1.989937 -4.515648 -0.31 -0.67 -0.28
C 2.955645 -3.442381 -1.061083 0.06 0.55 0.24
C 3.690314 -4.618837 -0.457608 0.24 -0.28 0.29
H 0.237015 -3.765703 -3.492583 0.07 0.02 0.12
H 0.459638 -4.413265 -1.865258 -0.01 -0.03 0.07
H 0.292817 -5.495505 -3.256036 0.08 0.00 0.09
H 2.650030 -5.449836 -2.653704 -0.04 0.01 -0.15
H 2.478608 -4.665457 -4.182823 0.09 0.32 -0.04
H 1.530088 -1.832612 -2.825091 -0.08 -0.41 -0.02
H 3.168301 -1.366158 -2.537096 0.01 -0.22 0.20
H 3.930484 -2.199011 -4.700974 0.05 0.19 0.00
H 2.312962 -2.721100 -5.107051 0.01 0.14 0.00
H 2.595390 -1.007548 -4.894980 0.14 0.10 0.11
H 1.947695 -3.291371 -0.629138 -0.04 -0.44 -0.12
H 3.462683 -2.525844 -0.742707 0.18 -0.10 -0.13
H 3.201919 -5.579096 -0.627649 -0.05 0.05 0.00
H 3.814684 -4.509088 0.623453 -0.22 0.09 -0.05
H 4.703698 -4.682722 -0.860833 -0.09 0.02 -0.17
C 0.285679 -5.043230 8.390772 0.00 -0.18 0.18
C -0.538147 -5.641312 7.248914 0.69 0.21 0.68
N -0.878881 -4.683118 6.217899 -0.43 -0.13 -0.21
C 0.306393 -3.990639 5.743429 -0.20 0.12 -0.18
C -0.013135 -2.976175 4.669578 -0.14 0.37 -0.69
C -1.587348 -5.373139 5.133857 0.68 0.11 -0.14
C -2.997533 -5.727026 5.507253 -0.57 0.10 0.60
H 0.351223 -5.773921 9.201048 -0.07 0.05 -0.02
H -0.178926 -4.139482 8.788354 -0.01 0.01 -0.04
H 1.313549 -4.816997 8.107735 -0.06 0.05 -0.07
H 0.054066 -6.477258 6.831159 -0.18 -0.08 -0.08
H -1.439213 -6.042918 7.702208 -0.17 -0.13 -0.21
H 0.709860 -3.428828 6.582347 0.25 -0.20 0.04
H 1.049694 -4.723185 5.379163 0.18 0.16 0.07
H -0.274217 -3.418526 3.704136 0.08 -0.04 0.10
H -0.862080 -2.350796 4.959954 0.05 -0.04 0.13
H 0.830046 -2.314041 4.461499 0.09 -0.05 0.19
H -1.002255 -6.265115 4.837050 -0.16 -0.05 0.01
H -1.588941 -4.727180 4.257147 -0.19 -0.02 0.10
H -3.047179 -6.384399 6.376975 0.07 -0.20 -0.17
H -3.546272 -6.193434 4.692045 0.06 -0.05 -0.08
H -3.534682 -4.827337 5.820608 0.02 0.04 -0.22
C -0.906929 -0.187966 2.355194 -0.25 -0.18 0.13
C 0.399676 -0.432025 1.608982 -0.26 0.72 0.23
N 0.392488 0.182039 0.276502 -0.37 -0.35 -0.02
C 1.739291 0.145754 -0.291236 0.01 0.51 -0.23
C 2.682372 1.163050 0.365801 -0.63 -0.19 0.26
C -0.548639 -0.537819 -0.591080 0.38 -0.04 -0.73
C -0.858681 0.196172 -1.896033 0.17 0.42 0.13
H -1.722129 -0.861264 2.087030 0.06 0.04 -0.17
H -1.220160 0.840477 2.173447 -0.13 -0.03 -0.02
H -0.782633 -0.295583 3.434964 0.17 -0.04 -0.04
H 1.133448 0.116384 2.207145 0.36 -0.39 -0.19
H 0.650722 -1.507047 1.559080 0.11 0.13 0.09
H 1.692920 0.417044 -1.349218 -0.26 -0.15 0.02
H 2.127964 -0.884810 -0.247595 0.17 0.15 0.02
H 3.123936 0.727033 1.261740 0.41 0.22 -0.10
H 2.106576 2.041216 0.678511 -0.08 -0.12 -0.01
H 3.414104 1.534808 -0.349194 0.37 -0.30 0.16
H -0.121202 -1.533931 -0.833879 -0.24 0.01 0.10
H -1.504139 -0.693019 -0.091618 0.16 -0.01 0.28
H -1.173674 1.219816 -1.668470 -0.17 -0.11 0.00
H -0.007063 0.310697 -2.571254 0.02 -0.27 0.07
H -1.645206 -0.299477 -2.467948 0.05 -0.04 0.08
```
Forces are in eV/Å.

Values from the calculation:
charge	0
SMILES	CCN(CC)CC.CCN(CC)CC.CCN(CC)CC.CCN(CC)CC.CCN(CC)CC.CCN(CC)CC.CCN(CC)CC.C1CCOC1.C1CCOC1.C1CCOC1

Kohn-Sham gap / Ha: 0.33442; 0.32153
Relative energy (zero: lowest compared OMol25 entry of this formula, charge and spin) / kcal/mol: 26.32; 0.00
LUMO energy / eV: -3.56; 0.57